A gas-phase ion, C8H7N4 (charge +1) in a non-equilibrium geometry. Source: OMol25; level of theory: the ωB97M-V functional and the def2-TZVPD basis.

Output
HOMO-LUMO gap (spin up / spin down) = 6.23 / 6.24 eV
DFT total energy = -14359.1429 eV
2S+1 = 1
F_max = 4.7 eV/A
charge = +1
SMILES = N#C/N=C\N=C1C=CC(=[NH2+])C=C1
ΔE to the lowest compared entry with this formula, charge and spin = 153.9 kJ/mol

Last column: Mulliken charge in e.
Element x y z (Å)
1 N -1.499 3.082 0.889  -0.395
2 C -1.371 3.443 -0.184  0.573
3 N -1.089 3.770 -1.383  -0.487
4 C -0.281 3.218 -2.231  0.043
5 N 0.159 1.952 -2.064  -0.337
6 C 0.132 0.991 -1.149  0.546
7 C -0.458 -0.272 -1.504  -0.688
8 C -0.419 -1.249 -0.564  -0.282
9 C -0.049 -1.144 0.781  0.847
10 N -0.032 -2.071 1.694  -0.326
11 C 0.418 0.168 1.103  -0.149
12 C 0.611 1.219 0.253  -0.592
13 H -0.059 3.597 -3.247  0.382
14 H -0.858 -0.485 -2.482  0.475
15 H -0.852 -2.218 -0.927  0.279
16 H -0.341 -3.029 1.838  0.265
17 H 0.203 -1.569 2.495  0.205
18 H 0.466 0.458 2.188  0.223
19 H 1.192 2.104 0.619  0.419

Force components x, y, z for each atom (eV/Å):
-0.635 -0.793 2.740
0.890 -0.515 -1.175
0.282 1.516 -2.969
0.385 -0.560 0.308
-1.318 -2.308 1.484
0.925 4.001 -1.063
1.061 -0.967 1.537
-2.244 -2.756 -3.137
0.384 1.192 -1.420
-0.253 0.392 0.035
0.193 2.286 2.467
0.099 -1.739 -0.087
-0.236 0.391 0.991
0.058 0.300 -0.148
0.477 0.782 0.636
-0.098 0.281 -1.015
0.606 -0.164 2.472
0.553 -0.672 -0.933
-1.129 -0.669 -0.724